1.
The following is a quantum chemistry calculation of a molecular structure, C24H56MnN7O8 in a non-equilibrium geometry, from OMol25.

Last column: Mulliken spin population.
Cartesian coordinates (Å):
1 Mn -0.4953 -0.4595 -0.7983  4.795
2 C 2.0070 -1.6080 -3.8591  -0.001
3 C 1.8084 -2.3345 -2.5211  0.010
4 C 3.2078 -2.8001 -1.9802  0.002
5 O 1.0644 -1.6093 -1.5965  0.038
6 H 2.7765 -0.8430 -3.7562  0.001
7 H 1.1146 -1.1263 -4.2586  0.001
8 H 2.3772 -2.2979 -4.6175  -0.001
9 H 1.2321 -3.2112 -2.8168  0.005
10 H 3.8087 -1.9911 -1.5647  0.001
11 H 3.6892 -3.2606 -2.8429  -0.002
12 H 3.0931 -3.4732 -1.1306  0.000
13 C 4.5223 -2.5779 1.4871  0.000
14 O 5.4998 -3.1496 1.9192  0.000
15 N 3.7595 -1.7957 2.3029  0.000
16 C 2.7227 -0.9645 1.7925  -0.010
17 C 3.8618 -1.8857 3.7879  0.000
18 H 4.1329 -2.4842 0.4615  0.000
19 H 1.8098 -1.2266 2.3273  0.000
20 H 2.5216 -1.0474 0.7244  0.013
21 H 2.7641 0.1080 1.9830  0.000
22 H 4.1245 -0.9061 4.1873  0.000
23 H 2.9868 -2.1651 4.3748  0.000
24 H 4.6025 -2.6106 4.1254  0.000
25 C -2.5547 -2.1183 -2.5373  0.015
26 O -2.1322 -1.6717 -1.4563  0.024
27 N -3.4976 -1.5519 -3.3352  0.009
28 C -4.2412 -0.3654 -2.9955  0.003
29 C -3.9626 -2.3885 -4.4442  0.000
30 H -2.1179 -3.0369 -2.9587  -0.001
31 H -3.6248 0.2184 -2.3119  0.000
32 H -5.1449 -0.5559 -2.4165  0.000
33 H -4.4701 0.1547 -3.9257  0.000
34 H -3.0489 -2.7145 -4.9411  0.000
35 H -4.6559 -3.1356 -4.0578  0.000
36 H -4.4989 -1.7507 -5.1469  0.000
37 C 1.2263 2.0772 0.3957  0.006
38 O 0.7580 1.0161 0.0029  -0.009
39 N 2.5109 2.2932 0.4198  0.007
40 C 3.1699 3.5343 0.8649  -0.001
41 C 3.4892 1.4374 -0.2123  0.000
42 H 0.6124 2.9129 0.7658  0.000
43 H 2.5645 4.4226 1.0452  0.000
44 H 3.9920 3.7189 0.1735  0.000
45 H 3.6468 3.4228 1.8387  0.000
46 H 3.0864 0.4944 -0.5819  0.001
47 H 3.9664 2.0593 -0.9697  0.000
48 H 4.2482 1.2748 0.5529  0.000
49 C -1.2146 1.9607 -3.0112  0.018
50 O -1.0862 0.7341 -2.6422  0.015
51 N -0.2295 2.6714 -3.5652  0.006
52 C 1.1728 2.1639 -3.6351  -0.002
53 C -0.3883 4.1087 -3.8585  0.000
54 H -2.1535 2.5344 -2.9710  0.001
55 H 1.5401 2.0557 -2.6146  0.002
56 H 1.7814 2.9083 -4.1487  0.000
57 H 1.2289 1.2143 -4.1672  0.001
58 H 0.0782 4.2598 -4.8320  0.000
59 H -1.3532 4.5949 -3.7148  0.000
60 H 0.2560 4.5444 -3.0948  0.000
61 C -1.0003 -2.2730 2.1785  0.005
62 O -0.5326 -1.5778 1.2672  0.028
63 N -1.3256 -3.5995 2.0778  0.003
64 C -1.9565 -4.3220 3.2822  0.000
65 C -1.1058 -4.3962 0.8583  0.001
66 H -1.1986 -1.9479 3.2116  0.001
67 H -2.0829 -3.6719 4.1479  0.000
68 H -1.2170 -5.0885 3.5140  0.000
69 H -2.9358 -4.7345 3.0397  0.000
70 H -0.4109 -3.9154 0.1697  0.001
71 H -0.6528 -5.3659 1.0646  0.000
72 H -1.9885 -4.6324 0.2641  0.000
73 C -3.1652 0.5740 0.8476  0.008
74 O -2.0821 0.5964 0.2469  0.001
75 N -4.0289 1.6020 0.7801  0.003
76 C -5.2158 1.7037 1.6800  0.000
77 C -3.8401 2.6398 -0.2336  0.000
78 H -3.5948 -0.1342 1.5729  0.001
79 H -6.0848 1.8718 1.0438  0.000
80 H -5.0537 2.5696 2.3219  0.000
81 H -5.4483 1.0272 2.5024  0.000
82 H -3.6996 3.5548 0.3418  0.000
83 H -2.8906 2.6091 -0.7680  0.001
84 H -4.6226 2.7297 -0.9871  0.000
85 C 0.0199 0.8265 4.0378  -0.001
86 O 0.4784 -0.0648 4.7701  0.000
87 N 0.6703 1.9378 3.7103  0.000
88 C -0.0936 3.1321 3.3041  0.000
89 C 1.9292 2.2833 4.1928  0.000
90 H -0.9864 0.7886 3.5926  0.000
91 H -0.3700 3.5916 4.2531  0.000
92 H -1.0119 2.9044 2.7628  0.000
93 H 0.6191 3.7443 2.7515  0.000
94 H 1.9225 2.8793 5.1054  0.000
95 H 2.6141 1.4648 4.4144  0.000
96 H 2.3973 2.9146 3.4375  0.000

Summary:
* 2S+1: 6
* gap between HOMO and LUMO (spin up / spin down): 7.32 / 7.38 eV
* total charge: +1

2.
The following is a quantum chemistry calculation of a molecular structure, C17H23Cl2N2O8Sn, from OMol25.

Last column: Mulliken charge in e.
Cartesian coordinates (Å):
1 Sn -1.0417 1.2042 0.6369  0.778
2 O 2.6698 0.1522 2.6837  -0.737
3 C 1.4485 0.0869 2.5503  0.011
4 O 0.7200 1.0267 2.0674  -0.613
5 C 0.7085 -1.1451 3.0750  0.150
6 C -0.5743 -0.7750 3.8434  -0.175
7 C -1.0033 -1.9566 4.7221  -0.944
8 C -1.5533 -2.9358 3.6523  -0.964
9 C -1.3635 -2.1138 2.3695  -0.092
10 O -1.5857 -0.7736 2.8263  -0.556
11 C 0.1232 -2.0990 1.9778  0.034
12 C 0.3430 -1.6595 0.5324  -0.125
13 O 1.2014 -2.1927 -0.1421  -0.736
14 O -0.4942 -0.7678 0.0631  -0.206
15 H 1.4110 -1.6880 3.7050  0.524
16 H -0.5470 0.1976 4.3276  0.686
17 H -0.1711 -2.3650 5.2955  0.360
18 H -1.7839 -1.6513 5.4185  0.342
19 H -1.0135 -3.8820 3.6152  0.346
20 H -2.6091 -3.1497 3.8151  0.341
21 H -2.0494 -2.3413 1.5573  0.707
22 H 0.5739 -3.0860 2.0654  0.512
23 C -0.9450 -1.4598 -3.3203  -1.554
24 C -2.2154 -0.7715 -2.8197  2.005
25 C -3.3521 -0.9140 -3.8218  -1.852
26 O -2.6545 -1.3887 -1.6223  -0.684
27 C -1.8965 0.7325 -2.6392  0.312
28 O -1.6085 1.3799 -3.6532  -0.730
29 O -1.9281 1.2274 -1.4588  -0.718
30 H -1.1576 -2.5151 -3.5035  0.347
31 H -0.1563 -1.3926 -2.5666  0.304
32 H -0.5976 -0.9910 -4.2413  0.341
33 H -3.5519 -1.9736 -3.9950  0.431
34 H -3.0876 -0.4313 -4.7607  0.333
35 H -4.2578 -0.4507 -3.4272  0.420
36 H -1.9442 -1.2519 -0.9722  0.204
37 C 2.1269 2.3898 -3.9561  -0.941
38 N 1.9130 2.0997 -2.5549  0.225
39 C 2.8238 1.5652 -1.6681  -1.057
40 C 2.1422 1.3328 -0.5159  -0.403
41 N 0.8338 1.7350 -0.6853  0.421
42 C 0.7314 2.1768 -1.9234  -0.623
43 H 2.9782 3.0592 -4.0772  0.367
44 H 1.2325 2.8656 -4.3500  0.320
45 H 2.3048 1.4702 -4.5130  0.319
46 H 3.8477 1.3801 -1.9417  0.471
47 H 2.4992 0.9042 0.4070  0.455
48 H -0.1763 2.4945 -2.4132  0.712
49 Cl 4.0731 4.2369 2.5814  -0.228
50 C 2.5236 3.5934 1.9946  0.717
51 Cl 1.1666 4.6632 2.3977  -0.208
52 H 2.3444 2.6260 2.4456  -0.285
53 H 2.5789 3.5225 0.9168  -0.063

Summary:
* gap between HOMO and LUMO: 8.30 eV
* total charge: -1

3.
The following is a quantum chemistry calculation of 8 unconnected molecules or ions with the total composition C16H48O8 in a non-equilibrium geometry, from OMol25.

Last column: Mulliken charge in e.
Cartesian coordinates (Å):
1 C 20.3018 7.3936 -7.3860  -0.696
2 C 21.3920 8.2017 -8.0808  -0.295
3 O 22.6304 7.5076 -8.1257  -0.305
4 H 19.3113 7.8154 -7.5643  0.377
5 H 20.4643 7.4984 -6.3084  0.244
6 H 20.3394 6.3305 -7.6172  -0.010
7 H 21.5856 9.1090 -7.5067  0.306
8 H 21.0842 8.5250 -9.0840  0.260
9 H 22.4966 6.7251 -8.6871  0.079
10 C 25.5520 6.1812 -7.5855  -0.577
11 C 26.9619 6.5992 -7.9816  -0.530
12 O 26.9924 7.3350 -9.2011  -0.526
13 H 24.9584 6.9622 -7.1138  0.303
14 H 25.6353 5.3594 -6.8707  0.349
15 H 25.0735 5.8760 -8.5126  -0.017
16 H 27.5826 5.7186 -8.1609  0.303
17 H 27.4936 7.1366 -7.1840  0.307
18 H 26.3558 8.0535 -9.1317  0.305
19 C 19.0904 -2.1035 -7.9713  -1.187
20 C 19.1728 -0.8291 -7.1473  -0.085
21 O 20.4593 -0.6041 -6.5806  -0.460
22 H 18.0341 -2.2842 -8.1774  0.383
23 H 19.4974 -2.9599 -7.4296  0.334
24 H 19.6378 -2.0363 -8.9119  0.269
25 H 18.4105 -0.8818 -6.3592  0.215
26 H 18.9009 0.0541 -7.7252  0.300
27 H 20.6841 -1.3857 -6.0663  0.224
28 C 22.1574 3.8628 -6.4821  -0.663
29 C 21.7685 2.4389 -6.2078  0.037
30 O 21.8386 1.7077 -7.4412  -0.493
31 H 21.6724 4.2195 -7.3933  -0.205
32 H 23.2297 4.0154 -6.6180  0.147
33 H 21.8559 4.5330 -5.6747  0.443
34 H 20.7235 2.4311 -5.8779  0.038
35 H 22.4030 1.9620 -5.4593  0.318
36 H 21.6128 0.7945 -7.2083  0.151
37 C 23.6320 7.0066 -11.2381  -0.988
38 C 23.7261 5.5260 -10.9606  -0.303
39 O 23.0636 5.2483 -9.7016  0.007
40 H 24.0536 7.2274 -12.2224  0.392
41 H 24.2881 7.5140 -10.5312  0.117
42 H 22.6088 7.3708 -11.1991  0.248
43 H 24.7738 5.2660 -10.7964  0.286
44 H 23.2922 4.9348 -11.7669  0.417
45 H 22.6578 4.3758 -9.7933  -0.013
46 C 23.7772 -0.6133 -10.4543  -0.865
47 C 24.1178 -0.7896 -8.9758  0.128
48 O 25.3409 -1.5072 -8.8235  -0.579
49 H 24.6899 -0.3107 -10.9724  0.310
50 H 23.0909 0.2193 -10.6328  0.100
51 H 23.3605 -1.5270 -10.8750  0.357
52 H 23.3224 -1.3816 -8.5010  0.073
53 H 24.2177 0.1403 -8.4243  0.168
54 H 25.2495 -2.3816 -9.2122  0.312
55 C 19.8014 3.8075 -9.9580  -0.855
56 C 20.5262 2.5823 -10.4732  -0.166
57 O 21.8679 2.5129 -9.9903  -0.461
58 H 19.6837 3.7370 -8.8702  0.151
59 H 18.8180 3.9142 -10.4131  0.475
60 H 20.4200 4.7019 -10.0689  0.109
61 H 20.5858 2.5617 -11.5598  0.361
62 H 20.0074 1.6849 -10.1155  0.183
63 H 21.8570 2.2686 -9.0460  0.374
64 C 19.1552 1.6211 -2.3934  -1.179
65 C 18.8515 0.7953 -3.6210  0.159
66 O 17.7813 -0.1188 -3.3918  -0.564
67 H 19.9849 2.3177 -2.5388  0.310
68 H 19.4216 0.9674 -1.5588  0.354
69 H 18.3105 2.2439 -2.0937  0.308
70 H 19.7280 0.2077 -3.9175  0.124
71 H 18.5368 1.3948 -4.4738  0.206
72 H 17.9372 -0.5938 -2.5703  0.301

Summary:
* SMILES string: CCO.CCO.CCO.CCO.CCO.CCO.CCO.CCO
* gap between HOMO and LUMO: 10.06 eV

Record order is preserved below.
ΔE to the lowest compared entry with this formula, charge and spin: 0.00; 0.00; 157.51 kJ/mol